# 1
C65H66BFN13O2PRb | ωB97M-V/def2-TZVPD

Geometry as ORCA input:
```
! wB97M-V def2-TZVPD RIJCOSX def2/J DEFGRID3
* xyz -1 1
Rb -1.61 0.42 -0.77
C 3.22 2.61 2.89
N 2.08 1.79 3.22
C 1.39 1.03 2.34
N 0.44 0.35 2.98
C 0.53 0.68 4.31
C 1.55 1.58 4.48
C 2.14 2.17 5.70
C 2.34 3.55 5.82
C 2.87 4.09 6.98
C 3.21 3.26 8.05
C 3.01 1.89 7.94
C 2.49 1.35 6.77
C -0.51 0.18 5.24
C -0.77 0.78 6.48
C -1.81 0.33 7.28
C -2.62 -0.72 6.86
C -2.38 -1.32 5.63
C -1.33 -0.88 4.83
P 1.14 1.02 0.51
C 2.55 1.30 -0.69
N 2.51 0.40 -1.67
C 3.34 0.82 -2.67
C 3.92 2.00 -2.30
N 3.43 2.30 -1.04
C 3.72 3.55 -0.34
C 4.91 2.85 -2.99
C 4.67 3.31 -4.28
C 5.60 4.09 -4.95
C 6.80 4.43 -4.33
C 7.05 3.99 -3.04
C 6.12 3.21 -2.37
C 3.45 0.00 -3.89
C 4.57 0.02 -4.73
C 4.61 -0.75 -5.88
C 3.54 -1.58 -6.20
C 2.44 -1.65 -5.36
C 2.40 -0.87 -4.21
C 1.52 -0.85 0.42
N 0.67 -1.71 -0.12
C 1.32 -2.90 -0.25
C 2.61 -2.79 0.20
N 2.72 -1.48 0.64
C 3.87 -0.89 1.29
C 3.69 -3.78 0.30
C 4.97 -3.51 -0.21
C 5.98 -4.46 -0.13
C 5.73 -5.70 0.45
C 4.46 -5.98 0.94
C 3.45 -5.03 0.87
C 0.66 -4.06 -0.87
C -0.67 -4.35 -0.56
C -1.32 -5.43 -1.14
C -0.65 -6.24 -2.06
C 0.67 -5.96 -2.38
C 1.32 -4.88 -1.79
H 3.71 2.19 2.02
H 3.91 2.63 3.73
H 2.90 3.63 2.65
H 2.04 4.20 5.00
H 3.01 5.16 7.06
H 3.62 3.69 8.95
H 3.27 1.24 8.76
H 2.34 0.28 6.68
H -0.18 1.62 6.80
H -2.00 0.81 8.23
H -3.44 -1.06 7.48
H -3.02 -2.12 5.28
H -1.14 -1.32 3.86
H 3.95 4.31 -1.08
H 4.58 3.44 0.32
H 2.84 3.83 0.22
H 3.73 3.05 -4.76
H 5.39 4.43 -5.96
H 7.53 5.04 -4.85
H 7.98 4.25 -2.55
H 6.33 2.85 -1.37
H 5.42 0.64 -4.47
H 5.48 -0.71 -6.52
H 3.58 -2.18 -7.11
H 1.61 -2.31 -5.57
H 1.56 -0.93 -3.54
H 4.51 -1.67 1.68
H 3.54 -0.27 2.12
H 4.45 -0.27 0.60
H 5.16 -2.56 -0.69
H 6.96 -4.24 -0.53
H 6.52 -6.44 0.52
H 4.25 -6.94 1.40
H 2.46 -5.25 1.25
H -1.18 -3.72 0.16
H -2.35 -5.65 -0.88
H -1.16 -7.07 -2.52
H 1.19 -6.57 -3.11
H 2.34 -4.65 -2.07
C -3.12 0.22 -4.89
C -4.27 0.57 -4.00
C -5.55 1.05 -4.37
C -6.18 1.32 -3.18
C -7.56 1.87 -2.96
N -5.33 0.99 -2.18
N -4.16 0.53 -2.68
B -5.48 1.39 -0.70
N -5.34 0.17 0.25
N -4.20 -0.55 0.33
C -4.41 -1.50 1.24
C -3.33 -2.47 1.59
C -5.72 -1.41 1.75
C -6.28 -0.33 1.09
C -7.66 0.23 1.24
N -4.43 2.49 -0.36
N -3.28 2.65 -1.07
C -2.67 3.72 -0.59
C -1.36 4.18 -1.15
C -3.43 4.29 0.45
C -4.54 3.47 0.56
C -5.69 3.57 1.50
H -3.47 -0.09 -5.88
H -2.47 1.09 -5.02
H -2.51 -0.58 -4.48
H -5.94 1.19 -5.37
H -8.07 1.95 -3.92
H -8.15 1.22 -2.31
H -7.53 2.86 -2.50
H -6.58 1.85 -0.54
H -2.36 -2.12 1.24
H -3.27 -2.62 2.67
H -3.52 -3.46 1.15
H -6.19 -2.02 2.50
H -8.16 -0.28 2.06
H -7.64 1.30 1.46
H -8.25 0.09 0.33
H -1.12 3.61 -2.05
H -1.40 5.24 -1.41
H -0.55 4.03 -0.43
H -3.20 5.15 1.05
H -5.58 4.45 2.13
H -6.64 3.64 0.97
H -5.75 2.69 2.15
F 1.14 3.00 0.79
N -4.21 -3.46 -1.87
C -3.12 -2.59 -2.33
C -2.34 -3.22 -3.47
O -2.91 -4.32 -3.98
O -1.32 -2.75 -3.91
H -5.01 -2.90 -1.60
H -3.93 -3.97 -1.04
H -3.71 -4.45 -3.44
H -2.42 -2.33 -1.54
H -3.54 -1.65 -2.68
*
```

Summary:
Orbital gap in eV: 7.13
E in eV: -105289.5549
HOMO in eV: -5.0561

Löwdin atomic charge list, values in e, 6 entries: 0.68, -0.02, -0.05, -0.43, 0.12, -0.17

---

# 2
C65H69BN9OPSbW | ωB97M-V/def2-TZVPD

Geometry as ORCA input:
```
! wB97M-V def2-TZVPD RIJCOSX def2/J DEFGRID3
* xyz 1 1
W -0.07 -0.17 1.24
C 2.23 -2.79 5.30
C 1.10 -2.04 4.69
C 0.03 -1.44 5.33
C -0.78 -0.91 4.34
N -0.19 -1.11 3.14
N 0.95 -1.85 3.37
B 1.72 -2.57 2.23
N 0.69 -3.22 1.32
N -0.30 -2.44 0.82
C -1.26 -3.28 0.39
C -0.86 -4.60 0.62
C 0.38 -4.52 1.21
C 1.29 -5.61 1.68
C -2.59 -2.99 -0.19
C -3.69 -3.64 0.37
C -4.95 -3.51 -0.20
C -5.11 -2.75 -1.35
C -4.02 -2.11 -1.91
C -2.76 -2.22 -1.33
N 2.53 -1.63 1.34
N 1.92 -0.75 0.51
C 2.89 -0.10 -0.17
C 4.13 -0.60 0.24
C 3.86 -1.57 1.19
C 4.83 -2.40 1.95
C 2.71 1.07 -1.02
C 3.84 1.68 -1.56
C 3.76 2.89 -2.22
C 2.52 3.49 -2.41
C 1.38 2.86 -1.94
C 1.47 1.67 -1.23
C -2.09 -0.27 4.60
C -2.25 0.46 5.78
C -3.45 1.07 6.08
C -4.53 0.95 5.21
C -4.40 0.18 4.06
C -3.19 -0.44 3.77
H 2.16 -2.75 6.38
H 2.22 -3.84 4.99
H 3.19 -2.37 5.00
H -0.18 -1.47 6.39
H 2.44 -3.37 2.73
H -1.40 -5.48 0.34
H 0.94 -6.57 1.29
H 2.31 -5.45 1.33
H 1.30 -5.67 2.77
H -3.56 -4.24 1.26
H -5.80 -4.02 0.24
H -6.09 -2.66 -1.81
H -4.15 -1.53 -2.82
H -1.90 -1.74 -1.77
H 5.10 -0.28 -0.06
H 5.84 -2.14 1.65
H 4.74 -2.23 3.02
H 4.68 -3.47 1.77
H 4.81 1.22 -1.44
H 4.65 3.36 -2.60
H 2.44 4.43 -2.93
H 0.42 3.30 -2.13
H 0.54 1.20 -0.88
H -1.40 0.58 6.45
H -3.54 1.64 6.99
H -5.47 1.43 5.44
H -5.24 0.04 3.40
H -3.14 -1.10 2.92
O -2.06 -0.60 1.17
C -1.80 0.32 0.34
C -2.85 1.34 0.17
C -4.05 1.21 -0.51
C -4.95 2.26 -0.48
C -4.66 3.41 0.23
C -3.48 3.52 0.95
C -2.57 2.46 0.96
P -0.99 2.36 1.87
C -1.18 2.77 3.64
C -0.19 2.33 4.52
C -0.11 2.86 5.80
C -1.05 3.78 6.24
C -2.07 4.17 5.39
C -2.13 3.68 4.09
C -0.18 3.89 1.29
C 0.78 4.50 2.10
C 1.35 5.70 1.75
C 0.94 6.35 0.59
C -0.03 5.76 -0.22
C -0.57 4.53 0.12
H -4.26 0.30 -1.07
H -5.88 2.18 -1.01
H -5.36 4.24 0.23
H -3.25 4.43 1.48
H 0.54 1.60 4.21
H 0.70 2.54 6.45
H -0.98 4.19 7.24
H -2.82 4.87 5.73
H -2.92 4.03 3.44
H 1.06 4.05 3.04
H 2.10 6.15 2.39
H 1.36 7.30 0.32
H -0.35 6.26 -1.12
H -1.31 4.09 -0.54
C -0.78 0.15 -6.28
C -0.88 0.07 -4.76
C -0.81 1.48 -4.17
C -2.24 -0.51 -4.37
Sb 0.70 -1.13 -3.74
C 2.48 -0.61 -4.93
C 2.56 0.92 -4.96
C 3.70 -1.15 -4.17
C 2.52 -1.12 -6.37
C 0.32 -3.21 -4.39
C -0.23 -3.38 -5.81
C 1.64 -3.98 -4.26
C -0.67 -3.83 -3.41
H -1.66 0.69 -6.67
H -0.77 -0.83 -6.75
H 0.10 0.70 -6.61
H -1.66 2.07 -4.55
H 0.10 2.01 -4.43
H -0.89 1.45 -3.08
H -3.03 0.06 -4.87
H -2.40 -0.40 -3.30
H -2.35 -1.56 -4.64
H 1.81 1.35 -5.61
H 2.44 1.35 -3.96
H 3.54 1.23 -5.34
H 3.59 -1.05 -3.08
H 4.60 -0.59 -4.46
H 3.89 -2.20 -4.39
H 1.64 -0.82 -6.94
H 2.61 -2.20 -6.43
H 3.39 -0.69 -6.88
H 0.46 -3.00 -6.57
H -1.19 -2.87 -5.94
H -0.40 -4.44 -6.02
H 2.37 -3.68 -5.02
H 1.45 -5.05 -4.40
H 2.09 -3.85 -3.28
H -1.68 -3.43 -3.53
H -0.37 -3.68 -2.37
H -0.74 -4.91 -3.59
N 1.49 0.92 2.20
C 2.40 1.58 2.53
C 3.48 2.34 2.90
C 4.75 2.03 2.35
N 5.77 1.74 1.89
C 3.31 3.39 3.83
N 3.15 4.23 4.61
*
```

Summary:
Orbital gap (alpha / beta) in eV: 5.85 / 5.95
E in eV: -102307.4316
HOMO (alpha / beta) in eV: -9.8055 / -9.7965

Löwdin atomic charge list, values in e, 6 entries: 1.57, 0.00, -0.24, 0.05, -0.20, -0.03

---

# 3
C65H69BrF9N3O2PS | ωB97M-V/def2-TZVPD

Geometry as ORCA input:
```
! wB97M-V def2-TZVPD RIJCOSX def2/J DEFGRID3
* xyz 1 1
C -0.03 2.30 1.14
C 0.49 1.26 0.16
O 1.11 1.99 -0.91
N 1.85 1.12 -1.76
C 3.01 1.70 -2.23
N 4.04 1.89 -1.43
C 5.21 2.59 -2.03
C 6.00 1.70 -3.02
C 7.37 1.27 -2.53
Br 6.20 2.66 -4.71
P 3.91 1.30 0.26
C 5.62 1.49 0.82
O 3.33 2.74 0.83
N 3.06 2.07 -3.55
C 1.74 2.56 -4.05
C 0.57 1.58 -3.84
C 0.03 0.99 -5.14
C 1.02 0.52 -2.83
S 1.97 -0.85 -3.58
H -0.94 2.78 0.78
H -0.28 1.79 2.08
H 0.72 3.06 1.35
H -0.34 0.67 -0.23
H 1.22 0.59 0.61
H 5.86 2.91 -1.22
H 4.83 3.49 -2.52
H 5.40 0.83 -3.28
H 7.30 0.95 -1.49
H 7.73 0.42 -3.11
H 8.09 2.09 -2.60
H 5.99 2.51 0.74
H 5.59 1.21 1.88
H 6.30 0.79 0.32
H 3.29 2.72 1.78
H 3.53 1.42 -4.17
H 1.89 2.79 -5.11
H 1.56 3.51 -3.54
H -0.25 2.14 -3.36
H -0.52 1.77 -5.68
H 0.83 0.64 -5.80
H -0.67 0.17 -4.95
H 0.15 0.08 -2.33
H 1.24 -1.85 -3.09
F 0.21 -3.06 -1.29
C -0.72 -2.49 -0.48
C -1.91 -2.06 -1.03
C -2.84 -1.47 -0.18
C -2.57 -1.33 1.18
C -1.36 -1.78 1.69
C -0.42 -2.37 0.86
H -2.10 -2.19 -2.08
H -3.78 -1.13 -0.58
H -3.30 -0.88 1.83
H -1.15 -1.69 2.75
H 0.52 -2.75 1.24
F -3.38 -2.81 4.85
C -3.02 -4.12 4.77
C -2.58 -4.60 3.56
C -2.21 -5.94 3.48
C -2.28 -6.75 4.61
C -2.73 -6.23 5.81
C -3.10 -4.89 5.90
H -2.55 -3.95 2.70
H -1.87 -6.34 2.54
H -2.00 -7.79 4.54
H -2.79 -6.86 6.69
H -3.45 -4.47 6.83
F 2.43 5.97 2.79
C 3.22 6.67 1.94
C 3.52 6.11 0.72
C 4.33 6.82 -0.16
C 4.82 8.06 0.20
C 4.51 8.60 1.44
C 3.70 7.91 2.33
H 3.11 5.13 0.47
H 4.57 6.39 -1.13
H 5.45 8.61 -0.49
H 4.89 9.57 1.72
H 3.43 8.31 3.29
F 6.10 6.50 -8.41
C 7.32 6.03 -8.08
C 8.44 6.66 -8.60
C 9.69 6.17 -8.25
C 9.81 5.08 -7.40
C 8.67 4.47 -6.89
C 7.41 4.95 -7.22
H 8.32 7.50 -9.26
H 10.58 6.64 -8.65
H 10.79 4.70 -7.13
H 8.76 3.62 -6.22
H 6.50 4.51 -6.84
F -1.62 -3.71 8.79
C -2.51 -3.09 9.60
C -3.69 -2.62 9.06
C -4.60 -1.98 9.90
C -4.31 -1.83 11.25
C -3.12 -2.31 11.76
C -2.20 -2.95 10.94
H -3.89 -2.73 8.01
H -5.53 -1.61 9.50
H -5.02 -1.33 11.90
H -2.89 -2.19 12.81
H -1.27 -3.34 11.32
F 9.50 -1.02 0.10
C 9.51 -1.91 -0.92
C 10.52 -1.85 -1.85
C 10.52 -2.76 -2.90
C 9.50 -3.70 -3.00
C 8.49 -3.74 -2.05
C 8.49 -2.84 -0.99
H 11.30 -1.11 -1.74
H 11.31 -2.73 -3.63
H 9.51 -4.41 -3.82
H 7.71 -4.48 -2.12
H 7.72 -2.86 -0.24
F -3.09 -1.33 -5.03
C -3.57 -0.41 -5.90
C -4.05 0.78 -5.39
C -4.53 1.73 -6.28
C -4.52 1.49 -7.64
C -4.03 0.28 -8.13
C -3.54 -0.68 -7.25
H -4.05 0.95 -4.32
H -4.91 2.67 -5.90
H -4.90 2.23 -8.33
H -4.02 0.08 -9.19
H -3.15 -1.63 -7.60
F -6.08 -5.10 3.57
C -7.01 -4.43 4.28
C -6.61 -3.37 5.07
C -7.58 -2.69 5.79
C -8.92 -3.06 5.71
C -9.29 -4.13 4.91
C -8.33 -4.83 4.18
H -5.57 -3.10 5.12
H -7.29 -1.85 6.41
H -9.67 -2.53 6.27
H -10.32 -4.43 4.85
H -8.60 -5.66 3.54
F -12.60 -3.33 4.35
C -12.73 -3.06 3.03
C -13.71 -3.72 2.31
C -13.83 -3.44 0.95
C -12.99 -2.51 0.35
C -12.02 -1.87 1.10
C -11.88 -2.14 2.46
H -14.35 -4.44 2.80
H -14.59 -3.94 0.37
H -13.09 -2.29 -0.70
H -11.36 -1.15 0.64
H -11.13 -1.65 3.07
*
```

Summary:
Orbital gap in eV: 7.10
E in eV: -191706.6870
HOMO in eV: -10.2569

Löwdin atomic charge list, values in e, 6 entries: -0.05, -0.24, -0.10, -0.09, -0.36, -0.09